Record 1
Molecular formula: C37H30Cl2OP2PbS
Method: DFT, ωB97M-V with the def2-TZVPD basis set

Last column: Mulliken charge in e.
CARTESIAN COORDINATES (ANGSTROEM)
Pb 0.0229 -0.2050 -2.0179  0.703
O -0.3278 3.5945 -1.9846  -0.702
S -0.0564 2.5039 -1.0356  0.760
C 1.4746 2.8351 -0.1781  0.239
C 1.8170 4.1700 -0.0029  -0.686
C 2.9546 4.4820 0.7236  -0.876
C 3.7390 3.4686 1.2613  -0.871
C 3.4257 2.1397 1.0215  -0.227
C 2.2975 1.8039 0.2747  0.213
P 2.1133 0.0779 -0.2735  1.389
C 2.4625 -0.9883 1.1296  0.542
C 3.7531 -1.4208 1.4295  -0.339
C 3.9669 -2.1872 2.5666  -0.864
C 2.9028 -2.5238 3.3936  -0.615
C 1.6154 -2.1000 3.0884  -0.574
C 1.3962 -1.3358 1.9556  -0.180
C 3.4174 -0.1413 -1.5021  0.670
C 4.0297 0.9482 -2.1200  -0.703
C 4.9873 0.7331 -3.1025  -0.744
C 5.3333 -0.5592 -3.4675  -0.582
C 4.7113 -1.6479 -2.8659  -0.743
C 3.7498 -1.4433 -1.8910  -0.440
C -1.2433 2.6006 0.3083  0.567
C -1.3442 3.8198 0.9728  -0.651
C -2.3380 4.0060 1.9145  -0.911
C -3.2410 2.9841 2.1843  -0.851
C -3.1440 1.7774 1.5163  -0.175
C -2.1401 1.5650 0.5681  0.495
P -2.1577 -0.0052 -0.3562  0.633
C -3.5855 0.1320 -1.4494  1.227
C -4.8719 -0.1969 -1.0211  -0.251
C -5.9522 0.0313 -1.8579  -0.829
C -5.7588 0.5908 -3.1154  -0.521
C -4.4831 0.9283 -3.5425  -0.866
C -3.3984 0.6973 -2.7112  -0.515
C -2.4652 -1.3090 0.8467  1.040
C -2.0783 -1.1546 2.1802  -0.921
C -2.2828 -2.1865 3.0822  -0.503
C -2.8650 -3.3750 2.6590  -0.733
C -3.2382 -3.5360 1.3319  -0.928
C -3.0391 -2.5068 0.4237  -0.780
H 1.2136 4.9462 -0.4555  0.665
H 3.2301 5.5179 0.8689  0.453
H 4.6205 3.7147 1.8377  0.457
H 4.0777 1.3598 1.3948  0.481
H 4.5867 -1.1697 0.7852  0.501
H 4.9673 -2.5223 2.8050  0.450
H 3.0770 -3.1256 4.2756  0.437
H 0.7857 -2.3722 3.7273  0.440
H 0.3903 -1.0218 1.7051  -0.026
H 3.7716 1.9626 -1.8426  0.341
H 5.4656 1.5787 -3.5777  0.461
H 6.0905 -0.7213 -4.2227  0.430
H 4.9801 -2.6550 -3.1549  0.451
H 3.2683 -2.2946 -1.4227  0.410
H -0.6652 4.6281 0.7478  0.397
H -2.4145 4.9525 2.4323  0.453
H -4.0300 3.1343 2.9090  0.461
H -3.8590 0.9927 1.7284  0.420
H -5.0363 -0.6342 -0.0445  0.384
H -6.9489 -0.2269 -1.5264  0.442
H -6.6069 0.7661 -3.7634  0.420
H -4.3323 1.3719 -4.5171  0.438
H -2.4114 0.9894 -3.0570  0.072
H -1.6423 -0.2248 2.5240  0.438
H -2.0042 -2.0569 4.1198  0.559
H -3.0344 -4.1745 3.3677  0.454
H -3.6939 -4.4604 1.0035  0.489
H -3.3293 -2.6401 -0.6110  0.702
Cl 0.3848 -3.0976 -0.9161  -0.047
C -0.0557 -4.6675 -1.7066  -0.547
Cl -1.7211 -4.7122 -2.2218  -0.101
H 0.1274 -5.4299 -0.9595  0.350
H 0.5887 -4.7747 -2.5701  0.364

Forces on atoms 1 to 6 (eV/Å):
Pb -0.029 -0.009 -0.109
O 0.057 -0.142 0.236
S -0.084 -0.038 -0.310
C 0.069 0.083 -0.035
C 0.022 -0.067 0.003
C 0.039 -0.001 0.019

E_LUMO	-6.0	eV
HOMO	-14.109	eV
net charge	+2
M	862.77	g/mol
HOMO-LUMO gap	8.1495	eV
relative energy (zero: lowest compared OMol25 entry of this formula, charge and spin)	0.0	kcal/mol

Record 2
Molecular formula: C2H10NS2
Method: DFT, ωB97M-V with the def2-TZVPD basis set

Last column: natural (NBO) charge in e.
CARTESIAN COORDINATES (ANGSTROEM)
C -2.0647 -1.2140 1.2951  -0.420
N -0.8071 -1.5695 2.0846  -0.675
H -2.9488 -1.5448 1.8265  0.240
H -2.1153 -0.1430 1.2447  0.243
H -1.9661 -1.6360 0.3069  0.244
H -0.3539 -2.3667 1.6435  0.450
H -1.1033 -1.8180 3.0284  0.442
H -0.1621 -0.7813 2.1195  0.459
C 0.6288 1.8929 -2.0924  -0.736
S -0.2002 0.7173 -0.9946  0.071
S 1.4023 -0.0552 0.0535  -0.192
H 1.3589 1.3961 -2.7184  0.234
H 1.0468 2.6876 -1.4765  0.237
H -0.1435 2.3673 -2.6859  0.249
H 1.9081 -0.7827 -0.9555  0.154

Forces on atoms 1 to 6 (eV/Å):
C 0.341 0.223 0.242
N -1.253 -0.090 0.023
H 0.079 -0.412 -0.030
H 0.051 0.450 -0.199
H -0.156 -0.060 -0.150
H 0.301 0.032 0.159

E_LUMO	-3.6	eV
HOMO	-12.513	eV
net charge	+1
M	112.24	g/mol
HOMO-LUMO gap	8.9143	eV
relative energy (zero: lowest compared OMol25 entry of this formula, charge and spin)	8.6	kcal/mol